# 1
The following is a DFT calculation (ωB97M-V with the def2-TZVPD basis set) of a 5-piece molecular cluster, C3H16O5 overall in a non-equilibrium geometry.

For the energy above the lowest of the compared OMol25 structures with the same formula, charge and spin, the calculation gives 46.2 kcal per mole. Its SMILES is CO.CO.CO.O.O. The HOMO energy comes out at -9.811 eV.

Each line ends with the natural charge from an NBO analysis.
Positions of all 24 atoms, in Å:
1 C -1.09942 0.21001 3.67543  -0.2656
2 O -1.84574 -0.88490 4.24275  -0.7248
3 H -0.00962 -0.00725 3.73630  0.1623
4 H -1.39012 0.29328 2.61690  0.1886
5 H -1.39818 1.16676 4.11294  0.1755
6 H -1.79011 -0.73080 5.19431  0.4628
7 C 2.72583 -0.03528 -2.07727  -0.2451
8 O 2.18485 -1.08065 -1.28326  -0.7569
9 H 3.56456 -0.43789 -2.63864  0.1698
10 H 2.01612 0.29377 -2.85068  0.1571
11 H 2.98124 0.87915 -1.48943  0.1793
12 H 1.90714 -0.76495 -0.42407  0.4893
13 C -0.70845 0.08380 -2.96603  -0.2735
14 O -0.25810 0.94425 -1.89959  -0.7330
15 H -0.76781 0.60367 -3.92121  0.1736
16 H -0.02162 -0.75303 -2.87989  0.2022
17 H -1.71895 -0.27953 -2.76184  0.1648
18 H -0.98909 1.56291 -1.84994  0.4667
19 O -1.78789 -0.40946 0.15396  -0.9649
20 H -2.39857 -0.89183 0.70612  0.4809
21 H -1.26156 -1.03712 -0.39028  0.4862
22 O 1.03004 0.64028 1.01453  -0.9627
23 H 0.70104 -0.05527 1.63875  0.4700
24 H 0.33445 0.69009 0.34014  0.4975

***

# 2
The following is a DFT calculation (ωB97M-V with the def2-TZVPD basis set) of a 6-piece molecular cluster, C3H17NO5 overall.

For the energy above the lowest of the compared OMol25 structures with the same formula, charge and spin, the calculation gives 3.7 kcal per mole. Its SMILES is C=NCC.O.O.O.O.O. The HOMO energy comes out at -9.798 eV.

Each line ends with the natural charge from an NBO analysis.
Positions of all 26 atoms, in Å:
1 C 0.06308 1.14768 1.66338  -0.0626
2 N 0.81153 1.10506 0.64479  -0.4433
3 C 0.56480 2.01921 -0.47642  -0.2655
4 C 0.68021 1.28962 -1.79523  -0.6115
5 H -0.77253 1.83174 1.77338  0.1908
6 H 0.28480 0.47785 2.48887  0.1459
7 H -0.42426 2.48274 -0.39298  0.2127
8 H 1.31529 2.80915 -0.40348  0.1967
9 H 0.57275 1.95673 -2.65492  0.2108
10 H 1.65881 0.81032 -1.91985  0.2113
11 H -0.06087 0.49079 -1.85582  0.2133
12 O -0.46900 -2.43743 -1.44216  -0.9888
13 H 0.14226 -2.34230 -0.66423  0.5148
14 H -0.82030 -3.34547 -1.40683  0.4785
15 O -2.58471 -0.74550 -1.13964  -0.9895
16 H -2.84168 -0.63574 -2.04783  0.4735
17 H -1.83957 -1.39760 -1.20106  0.5101
18 O 0.97520 -2.26805 0.87754  -0.9682
19 H 1.90849 -1.97806 0.90487  0.5117
20 H 0.51026 -1.50331 1.20872  0.4737
21 O 3.07224 -0.69780 1.62688  -0.9567
22 H 2.31042 -0.10469 1.68339  0.4932
23 H 3.38112 -0.82454 2.52826  0.4748
24 O -2.44007 1.58480 0.22825  -0.9960
25 H -2.43763 0.69335 -0.19835  0.5044
26 H -3.33847 1.88254 0.06668  0.4659

***

# 3
The following is a DFT calculation (ωB97M-V with the def2-TZVPD basis set) of C3H18B3BeCl6 as an isolated structure in a non-equilibrium geometry.

For the energy above the lowest of the compared OMol25 structures with the same formula, charge and spin, the calculation gives 3.5 kcal per mole. The net charge is -1. The HOMO energy comes out at -6.070 eV.

Each line ends with the natural charge from an NBO analysis.
Positions of all 31 atoms, in Å:
1 Be 0.17043 7.26813 12.65547  1.5809
2 B -1.98832 6.32625 12.54033  -0.9459
3 H -1.89978 7.35297 11.98349  0.0268
4 H -1.22950 5.56120 12.02565  -0.0238
5 H -1.74164 6.43846 13.70256  0.0051
6 H -3.08139 5.92223 12.44391  0.0867
7 B 0.88831 7.62910 10.51600  -0.9573
8 H 1.64038 6.82990 11.00885  -0.0133
9 H 1.14921 7.68271 9.37849  0.0446
10 H -0.22394 7.28006 10.68710  0.0191
11 H 1.12582 8.62877 11.07432  0.0162
12 B -1.32416 9.59354 12.95643  -0.6188
13 H -1.72877 8.79715 13.72026  -0.0347
14 H -1.16724 10.66804 13.40221  -0.0302
15 H -0.24317 9.13058 12.59085  -0.1612
16 H -2.04867 9.57760 12.03583  -0.0081
17 C 3.52990 8.08227 7.89630  -0.4048
18 Cl 3.92496 6.42845 8.27525  -0.0144
19 Cl 4.51970 8.70430 6.54792  -0.0508
20 H 2.48017 8.09733 7.61560  0.2364
21 H 3.56420 8.69163 8.79491  0.2337
22 C 3.15163 9.59719 14.44219  -0.3972
23 Cl 3.05792 9.05574 12.75293  -0.0073
24 Cl 2.17282 11.04761 14.70835  -0.0063
25 H 2.75988 8.76725 15.01967  0.2115
26 H 4.17678 9.81292 14.72079  0.2132
27 C 0.00537 4.87633 8.50700  -0.4047
28 Cl -1.05407 3.48729 8.77799  -0.0317
29 Cl 0.48105 5.04556 6.82242  -0.0432
30 H -0.53130 5.77256 8.80434  0.2456
31 H 0.90558 4.88278 9.11467  0.2338

***

| no. | HOMO-LUMO gap (eV) |
| --- | --- |
| 1 | 10.3 |
| 2 | 10.5 |
| 3 | 7.1 |